{"formula": "C15H14ClNO2Zn", "method": "ωB97M-V/def2-TZVPD", "lumo_energy_ha": 0.146, "gap_ev": 2.84, "total_charge": -2, "e_tot_ha": -3024.56497, "e_homo_ev": 1.138, "relative_energy_ev": 0.0000, "symbols": ["C", "C", "C", "C", "C", "Zn", "C", "C", "C", "N", "H", "H", "H", "H", "H", "H", "H", "H", "H", "H", "Cl", "C", "C", "C", "C", "C", "C", "C", "O", "O", "H", "H", "H", "H"], "coordinates": [[0.404, -1.552, -1.645], [1.323, -2.061, -0.699], [2.283, -1.048, -0.433], [1.941, 0.100, -1.191], [0.753, -0.202, -1.948], [0.034, 0.215, -0.029], [-0.344, -0.903, 1.828], [-1.526, -1.041, 0.856], [-2.290, -2.303, 0.753], [-1.781, -0.189, -0.047], [3.186, -1.160, 0.154], [1.348, -3.065, -0.324], [2.575, 0.977, -1.344], [0.295, 0.422, -2.715], [-0.436, -2.085, -2.099], [0.414, -1.710, 2.030], [-2.352, 0.367, -0.884], [-0.590, -0.275, 2.696], [-2.350, -3.073, 1.535], [-2.921, -2.266, -0.188], [-0.118, 8.261, 2.508], [0.042, 6.732, 1.819], [0.517, 6.587, 0.506], [0.631, 5.311, -0.044], [0.260, 4.187, 0.701], [-0.181, 4.336, 2.023], [-0.314, 5.606, 2.582], [0.434, 2.799, 0.160], [0.659, 2.613, -1.072], [0.192, 1.858, 1.015], [0.812, 7.469, -0.056], [1.009, 5.158, -1.064], [-0.419, 3.433, 2.592], [-0.656, 5.699, 3.610]], "lowdin_charge": [-0.2025, -0.1950, -0.1975, -0.2331, -0.2539, 0.5464, -0.1698, -0.7238, -0.1253, -0.1033, 0.0656, 0.0668, 0.0838, 0.0865, 0.0826, -0.0018, 0.1468, -0.0182, -0.0588, -0.0274, 0.6486, -0.7474, -0.1212, -0.0235, -0.1249, -0.0073, -0.1131, -0.5660, -0.0417, -0.0945, 0.0888, 0.1169, 0.1240, 0.0934]}



{"formula": "C10H12BrIO2", "method": "ωB97M-V/def2-TZVPD", "lumo_energy_ha": 0.005, "gap_ev": 9.03, "e_tot_ha": -3410.34395, "e_homo_ev": -8.894, "relative_energy_ev": 0.3630, "symbols": ["C", "C", "C", "C", "C", "C", "C", "C", "C", "C", "O", "O", "Br", "I", "H", "H", "H", "H", "H", "H", "H", "H", "H", "H", "H", "H"], "coordinates": [[-0.827, 3.525, -1.263], [-1.535, 2.352, -0.878], [0.543, 3.528, -0.974], [-0.928, 1.284, -0.232], [1.135, 2.458, -0.288], [0.432, 1.287, 0.011], [0.416, -3.073, -1.028], [-1.362, -2.151, 1.695], [0.565, -1.273, 0.675], [1.211, 0.119, 0.552], [0.341, -1.691, -0.692], [-0.491, -1.092, 1.566], [1.759, 0.570, 2.441], [3.013, -0.076, -0.691], [-1.280, 4.283, -1.872], [-2.513, 2.322, -1.143], [1.041, 4.504, -0.916], [-1.612, 0.426, 0.077], [2.203, 2.406, -0.308], [0.058, -3.211, -2.016], [-0.264, -3.436, -0.323], [1.461, -3.554, -0.835], [-1.923, -2.534, 0.807], [-1.959, -1.877, 2.623], [-0.825, -3.114, 1.974], [1.340, -1.984, 1.038]], "lowdin_charge": [-0.0572, -0.0616, -0.0749, -0.0230, -0.1325, -0.3692, -0.0675, -0.1188, -0.5281, -0.9432, -0.2236, -0.1900, 0.6906, 0.9483, 0.0942, 0.0639, 0.1093, 0.1424, 0.0236, 0.0833, 0.0390, 0.1287, 0.0999, 0.1208, 0.1044, 0.1413]}



Q: Number 1 is which compound?
A: C15H14ClNO2Zn